This record from the Open Molecules 2025 dataset describes C32H75Ca2F6N6O15S2 as an isolated structure. The level of theory is the ωB97M-V functional and the def2-TZVPD basis.

Geometry as XYZ:
```
138
Properties=species:S:1:pos:R:3
Ca 2.193 0.136 -1.359
Ca 2.013 -3.682 0.492
O 1.212 1.548 0.176
C 0.930 0.834 1.349
C 0.702 -0.653 1.138
O 1.665 -1.413 0.423
H 0.130 1.375 1.880
H 1.843 0.917 1.987
H -0.273 -0.813 0.627
H 0.556 -1.118 2.139
C 5.781 -1.694 -2.259
F 6.637 -2.346 -3.018
F 6.172 -1.733 -0.988
F 5.702 -0.441 -2.679
S 4.103 -2.559 -2.418
O 4.291 -3.681 -3.263
O 3.734 -2.875 -1.046
N 3.052 -1.417 -2.953
S 2.942 -1.374 -4.563
O 2.335 -0.119 -4.904
O 4.094 -1.756 -5.298
C 1.634 -2.618 -4.944
F 0.609 -2.482 -4.091
F 1.226 -2.403 -6.182
F 2.105 -3.860 -4.860
C -3.131 0.740 -0.094
O -4.233 1.216 -0.832
C -5.483 0.743 -0.375
C -6.486 0.943 -1.517
N -6.476 -0.098 -2.510
C -5.295 -0.251 -3.361
C -5.538 -1.318 -4.441
O -5.844 -0.827 -5.726
C -6.930 0.078 -5.763
H -3.361 0.947 0.961
H -2.285 1.356 -0.390
H -2.920 -0.325 -0.245
H -5.737 1.350 0.507
H -5.495 -0.321 -0.098
H -6.291 1.932 -1.936
H -7.497 0.997 -1.101
H -6.815 -0.989 -2.185
H -4.474 -0.622 -2.729
H -5.044 0.661 -3.902
H -6.321 -2.026 -4.118
H -4.638 -1.927 -4.553
H -7.478 -0.095 -6.691
H -6.565 1.112 -5.854
H -7.605 0.045 -4.909
C -1.693 6.106 -3.750
O -1.742 5.147 -2.710
C -1.051 5.557 -1.554
C -0.825 4.357 -0.646
N 0.218 4.590 0.292
C 0.273 5.785 1.125
C -0.947 6.003 2.035
O -0.842 5.489 3.342
C -0.630 4.115 3.396
H -2.445 5.801 -4.476
H -0.708 6.156 -4.220
H -1.996 7.084 -3.357
H -1.655 6.302 -1.008
H -0.098 6.050 -1.795
H -0.592 3.493 -1.267
H -1.819 4.145 -0.206
H 0.565 3.737 0.710
H 0.420 6.670 0.506
H 1.124 5.579 1.776
H -1.867 5.638 1.549
H -1.108 7.082 2.115
H -1.475 3.554 2.961
H -0.628 3.816 4.448
H 0.299 3.751 2.945
C 4.815 0.541 0.761
O 4.340 0.877 -0.518
C 4.757 2.179 -0.937
C 4.408 2.385 -2.406
N 3.085 1.908 -2.800
C 1.899 2.784 -2.715
C 0.680 2.111 -3.341
O 0.428 0.831 -2.753
C -0.701 0.211 -3.298
H 4.318 1.169 1.512
H 5.893 0.716 0.834
H 4.573 -0.491 1.003
H 5.844 2.223 -0.841
H 4.223 2.926 -0.343
H 5.101 1.782 -2.995
H 4.621 3.421 -2.695
H 3.162 1.678 -3.785
H 2.060 3.641 -3.387
H 1.617 3.118 -1.714
H 0.835 1.920 -4.411
H -0.189 2.767 -3.240
H -1.017 -0.640 -2.695
H -0.580 -0.058 -4.352
H -1.569 0.890 -3.280
C -1.174 -3.388 -0.948
O -0.316 -3.803 0.105
C -1.042 -4.386 1.221
C -0.114 -5.125 2.162
N 1.016 -4.240 2.556
C 2.047 -5.044 3.277
C 3.312 -4.217 3.384
O 3.811 -3.861 2.075
C 5.185 -3.487 2.089
H -0.535 -2.958 -1.715
H -1.887 -2.639 -0.590
H -1.750 -4.222 -1.360
H -1.784 -5.069 0.798
H -1.564 -3.545 1.687
H 0.170 -6.106 1.778
H -0.735 -5.315 3.048
H 0.621 -3.739 3.387
H 2.297 -5.950 2.716
H 1.766 -5.282 4.306
H 4.118 -4.693 3.941
H 3.028 -3.277 3.876
H 5.454 -2.952 3.003
H 5.370 -2.842 1.236
H 5.833 -4.366 2.038
C 1.017 -1.021 5.151
C 0.329 -2.211 5.808
C -0.710 -1.712 6.790
O -1.336 -2.823 7.375
C -2.254 -2.469 8.406
N -0.390 -2.982 4.749
H 0.379 -0.564 4.392
H 1.869 -1.383 4.567
H 1.339 -0.308 5.904
H 1.024 -2.893 6.295
H -1.444 -1.073 6.266
H -0.309 -1.043 7.568
H -1.726 -1.998 9.239
H -2.737 -3.392 8.704
H -2.991 -1.751 8.028
H -1.121 -3.528 5.202
H -0.893 -2.330 4.151
```

Results
strongest force on any atom: 2.55 eV/Å
multiplicity: 1
gap between HOMO and LUMO: 0.2447 hartree
net charge: +1
HOMO: -0.34481 hartree


This record from the Open Molecules 2025 dataset describes C32H75N3O22S6Si2 as an isolated structure. The level of theory is the ωB97M-V functional and the def2-TZVPD basis.

Geometry as XYZ:
```
140
Properties=species:S:1:pos:R:3
C -10.818 2.367 4.287
C -10.305 2.829 2.881
C -9.082 1.960 2.486
C -8.055 2.772 1.676
N -8.630 3.325 0.424
Si -7.300 3.679 -0.684
C -6.841 2.123 -1.632
C -5.665 1.313 -1.017
C -5.738 -0.104 -1.575
O -5.337 -0.310 -2.709
N -6.245 -1.143 -0.734
C -5.156 -1.523 0.168
C -5.384 -1.556 1.515
C -4.332 -1.879 2.353
C -3.072 -2.149 1.907
C -2.859 -2.130 0.523
C -3.894 -1.813 -0.319
O -6.006 4.229 0.249
Si -5.084 5.460 -0.390
N -5.975 6.936 -0.681
C -3.747 5.833 0.936
O -4.276 6.865 1.798
O -3.134 7.580 2.251
H -11.896 2.180 4.218
H -10.639 3.131 5.047
H -10.368 1.415 4.579
H -10.027 3.886 2.895
H -11.103 2.603 2.170
H -8.569 1.646 3.407
H -9.352 1.037 1.962
H -7.265 2.061 1.391
H -7.581 3.523 2.322
H -9.081 4.205 0.665
H -7.799 4.686 -1.636
H -6.534 2.437 -2.637
H -7.727 1.484 -1.727
H -5.637 1.320 0.077
H -4.715 1.722 -1.372
H -6.519 -1.930 -1.315
H -6.360 -1.321 1.926
H -4.522 -1.894 3.425
H -2.266 -2.378 2.595
H -1.894 -2.324 0.065
H -3.712 -1.781 -1.389
H -4.399 5.120 -1.650
H -5.289 7.669 -0.859
H -6.450 7.242 0.166
H -3.684 4.933 1.566
H -2.783 6.096 0.501
H -2.864 8.090 1.470
O -1.081 9.801 0.594
S 0.091 10.493 1.042
O 0.624 10.282 2.350
O -0.112 12.055 0.807
C -1.266 12.686 1.396
C -1.120 12.870 2.894
C 1.378 10.248 -0.132
H -2.167 12.120 1.152
H -1.356 13.659 0.916
H -1.094 11.912 3.411
H -1.960 13.444 3.288
H -0.192 13.392 3.127
H 0.989 10.435 -1.129
H 1.705 9.214 -0.039
H 2.198 10.922 0.102
O 0.104 -4.177 0.650
S 1.158 -3.829 1.555
O 1.121 -2.604 2.293
O 2.558 -3.946 0.816
C 2.755 -3.193 -0.399
C 2.954 -1.714 -0.123
C 1.395 -5.161 2.682
H 1.924 -3.358 -1.087
H 3.650 -3.600 -0.867
H 2.052 -1.262 0.288
H 3.207 -1.189 -1.045
H 3.754 -1.566 0.603
H 1.451 -6.092 2.124
H 0.540 -5.173 3.354
H 2.309 -4.986 3.245
O 6.208 -5.452 -0.782
S 6.536 -5.583 -2.171
O 5.702 -5.010 -3.182
O 6.768 -7.122 -2.501
C 5.708 -8.048 -2.183
C 4.544 -7.952 -3.149
C 8.190 -5.041 -2.431
H 5.379 -7.899 -1.153
H 6.148 -9.042 -2.239
H 4.041 -6.989 -3.069
H 3.812 -8.731 -2.945
H 4.892 -8.052 -4.178
H 8.834 -5.493 -1.683
H 8.199 -3.958 -2.329
H 8.497 -5.323 -3.435
O 10.751 -3.730 -0.420
S 11.582 -3.337 0.677
O 12.553 -2.300 0.529
O 12.288 -4.632 1.277
C 13.061 -5.459 0.386
C 14.392 -4.829 0.023
C 10.570 -2.968 2.070
H 12.478 -5.693 -0.507
H 13.232 -6.395 0.915
H 14.255 -3.922 -0.565
H 14.993 -5.525 -0.562
H 14.942 -4.554 0.924
H 9.846 -3.767 2.204
H 10.063 -2.028 1.861
H 11.205 -2.862 2.946
O -0.865 4.667 0.523
S 0.053 4.878 1.605
O 1.047 5.906 1.561
O 0.755 3.490 1.955
C 1.446 2.791 0.903
C 2.772 3.440 0.554
C -0.857 5.054 3.099
H 0.803 2.707 0.024
H 1.619 1.782 1.273
H 2.628 4.427 0.118
H 3.314 2.827 -0.168
H 3.384 3.563 1.447
H -1.598 4.261 3.159
H -1.347 6.028 3.067
H -0.166 5.010 3.937
O 1.328 -8.784 -3.526
S 0.082 -9.333 -3.970
O 0.042 -10.531 -4.748
O -0.741 -8.195 -4.718
C -0.112 -7.517 -5.824
C -0.055 -8.378 -7.071
C -0.998 -9.519 -2.592
H 0.882 -7.172 -5.535
H -0.717 -6.633 -6.018
H 0.597 -9.239 -6.930
H 0.326 -7.799 -7.913
H -1.047 -8.757 -7.320
H -0.992 -8.601 -2.011
H -0.621 -10.347 -1.996
H -1.996 -9.746 -2.957
```

Results
strongest force on any atom: 1.90 eV/Å
multiplicity: 1
gap between HOMO and LUMO: 0.3515 hartree
HOMO: -0.33896 hartree


This record from the Open Molecules 2025 dataset describes C32H76AsF6N4O2 as an isolated structure. The level of theory is the ωB97M-V functional and the def2-TZVPD basis.

Geometry as XYZ:
```
121
Properties=species:S:1:pos:R:3
As -0.307 0.918 -0.646
F 0.296 2.530 -0.270
F -0.938 1.588 -2.158
F -0.892 -0.688 -1.118
F 0.274 0.318 0.945
F -1.903 1.343 0.056
F 1.275 0.443 -1.366
C 2.006 4.230 3.845
C 1.953 2.830 3.255
N 2.554 2.693 1.798
C 1.662 3.600 0.883
C 3.963 3.291 1.583
C 4.987 2.673 2.645
C 2.369 1.225 1.358
C 2.604 0.963 -0.143
O 2.893 -0.371 -0.348
C 3.294 -0.592 -1.711
H 1.485 5.021 3.305
H 3.008 4.659 3.852
H 1.725 4.236 4.898
H 0.940 2.432 3.310
H 2.567 2.146 3.841
H 1.641 4.620 1.266
H 0.660 3.189 1.000
H 1.971 3.526 -0.160
H 3.824 4.350 1.801
H 4.241 3.262 0.529
H 5.019 1.583 2.658
H 4.920 2.925 3.703
H 5.947 3.059 2.302
H 1.403 0.821 1.660
H 3.102 0.665 1.938
H 3.545 1.460 -0.378
H 1.879 1.310 -0.880
H 4.211 -0.094 -2.027
H 2.617 -0.394 -2.542
H 3.521 -1.655 -1.785
C -1.476 -2.016 0.552
C -2.514 -2.023 1.744
N -3.642 -0.972 1.494
C -4.467 -0.926 2.865
C -3.186 0.507 1.268
C -1.931 0.954 2.111
C -4.592 -1.507 0.328
C -5.527 -0.394 -0.260
O -6.514 0.044 0.573
C -7.397 1.012 0.089
H -1.754 -2.377 -0.439
H -0.670 -2.737 0.687
H -0.968 -1.083 0.307
H -2.015 -1.687 2.653
H -2.980 -2.994 1.912
H -3.862 -0.374 3.584
H -4.559 -1.884 3.377
H -5.381 -0.334 2.812
H -4.012 1.218 1.245
H -2.911 0.454 0.215
H -1.154 0.212 1.930
H -2.228 1.062 3.154
H -1.509 1.881 1.721
H -5.282 -2.300 0.616
H -3.971 -1.698 -0.547
H -5.902 -0.781 -1.207
H -4.984 0.486 -0.604
H -7.959 0.644 -0.769
H -6.927 1.984 -0.061
H -8.205 1.110 0.813
C -0.948 -1.146 3.156
C -0.152 -2.011 2.158
C 1.247 -1.374 2.128
N 2.223 -1.819 0.971
C 1.732 -1.591 -0.468
C 2.575 -3.315 1.068
C 3.502 -3.428 2.301
C 4.221 -2.057 2.344
C 3.591 -1.171 1.274
H -1.905 -1.560 3.472
H -1.135 -0.160 2.730
H -0.540 -1.057 4.163
H -0.571 -1.777 1.180
H -0.184 -3.064 2.439
H 1.877 -1.530 3.004
H 1.245 -0.316 1.867
H 1.425 -0.557 -0.624
H 0.871 -2.252 -0.564
H 2.528 -1.720 -1.202
H 3.189 -3.515 0.190
H 1.691 -3.951 1.063
H 4.232 -4.210 2.093
H 3.001 -3.761 3.210
H 5.290 -2.164 2.161
H 4.100 -1.550 3.301
H 4.195 -1.284 0.374
H 3.566 -0.136 1.613
C 2.184 -1.504 -2.426
C 1.357 -0.893 -3.582
C -0.213 -0.964 -3.300
N -1.034 -0.353 -4.475
C -0.843 -1.205 -5.826
C -0.679 1.111 -4.626
C -1.972 1.775 -5.078
C -3.083 0.750 -4.973
C -2.503 -0.392 -4.085
H 1.834 -2.480 -2.089
H 2.249 -0.891 -1.528
H 3.183 -1.699 -2.817
H 1.580 -1.417 -4.512
H 1.664 0.135 -3.776
H -0.373 -0.347 -2.417
H -0.631 -1.967 -3.213
H 0.215 -1.236 -6.087
H -1.338 -0.659 -6.629
H -1.257 -2.196 -5.642
H 0.023 1.131 -5.459
H -0.229 1.482 -3.705
H -1.814 2.139 -6.093
H -2.086 2.608 -4.384
H -3.410 0.391 -5.949
H -3.955 1.192 -4.491
H -2.868 -1.402 -4.274
H -2.708 -0.229 -3.027
```

Results
strongest force on any atom: 19.32 eV/Å
multiplicity: 1
gap between HOMO and LUMO: 0.1718 hartree
net charge: +3
HOMO: -0.49262 hartree